No. 1
Formula: C11H15N
Source: the Open Molecules 2025 dataset
Level of theory: ωB97M-V with the def2-TZVPD basis set

## Properties
ΔE to the lowest compared entry with this formula, charge and spin ... 31.25 kcal per mole
E_HOMO ... -8.09 eV
Gap between HOMO and LUMO ... 9.04 eV
SMILES ... Cc1c[nH]c2ccccc12.CC
LUMO energy ... 0.035 hartree
E ... -13139.4360 eV

The geometry in XYZ format:
```
27
C11H15N ωB97M-V with the def2-TZVPD basis set
C -0.039 -3.051 -2.944
C 0.619 -2.485 -1.718
C 1.630 -3.121 -1.089
N 2.279 -2.251 -0.151
C 1.705 -0.991 -0.365
C 2.156 0.261 0.091
C 1.262 1.305 -0.087
C 0.090 1.134 -0.792
C -0.380 -0.076 -1.267
C 0.511 -1.149 -1.158
H -0.975 -2.479 -3.145
H -0.320 -4.084 -2.685
H 0.672 -3.146 -3.753
H 2.139 -4.047 -1.324
H 3.275 -2.142 -0.317
H 3.169 0.373 0.450
H 1.496 2.301 0.309
H -0.478 2.049 -0.987
H -1.112 -0.256 -2.057
C -2.270 3.377 2.467
C -2.128 2.071 3.211
H -1.989 3.387 1.404
H -3.328 3.686 2.535
H -1.662 4.180 2.878
H -2.565 2.108 4.263
H -1.090 1.837 3.418
H -2.667 1.208 2.813
```

Atom charges from the natural (NBO) analysis, given in e for atoms 1 to 4: number 1, C, carries -0.64; number 2, C, carries -0.06; number 3, C, carries -0.04; number 4, N, carries -0.56

No. 2
Formula: C11H15N
Source: the Open Molecules 2025 dataset
Level of theory: ωB97M-V with the def2-TZVPD basis set

## Properties
ΔE to the lowest compared entry with this formula, charge and spin ... 60.37 kcal per mole
E_HOMO (spin up / spin down) ... -13.30 / -13.26 eV
Gap between HOMO and LUMO (spin up / spin down) ... 9.36 / 5.98 eV
LUMO energy (spin up / spin down) ... -0.145 / -0.267 hartree
Multiplicity ... 2
E ... -13130.5887 eV
Net charge ... +1

The geometry in XYZ format:
```
27
C11H15N ωB97M-V with the def2-TZVPD basis set
C -2.416 1.066 0.973
C -2.293 1.881 2.214
H -2.988 1.750 0.298
H -1.654 0.965 0.283
H -2.920 0.186 1.080
H -3.339 2.307 2.429
H -1.444 2.547 2.276
H -1.894 1.188 2.972
C 0.585 -0.495 -3.447
C 0.614 -0.859 -0.863
C 0.749 0.014 -2.066
C 1.342 -0.098 0.192
C 1.374 1.194 -1.743
C 0.113 -2.045 -0.286
C 0.481 -2.504 0.936
C 1.349 -1.760 1.854
C 1.679 -0.401 1.469
N 1.658 1.175 -0.367
H -0.534 -2.596 -0.888
H 0.066 -3.433 1.299
H 1.660 -2.094 2.733
H 1.479 -1.146 -3.552
H 0.488 0.308 -4.246
H 1.617 2.075 -2.276
H 2.363 1.701 -0.041
H 2.146 0.157 2.224
H -0.279 -1.084 -3.461
```

Atom charges from the natural (NBO) analysis, given in e for atoms 1 to 4: number 1, C, carries -0.62; number 2, C, carries -0.62; number 3, H, carries 0.20; number 4, H, carries 0.19